43
Properties=species:S:1:pos:R:3 method="wB97M-V/def2-TZVPD" relative_energy_kj_mol=1152.50 energy_ha=-2413.371362 e_homo_ev=-10.878 gap_ev=6.352 charge=+1
H 7.176 -1.389 2.812
C -0.053 -0.323 -3.845
C -0.910 -1.958 1.274
C 4.877 -1.249 2.130
O 1.497 -1.891 0.200
C 3.891 -0.962 0.961
O 1.744 -0.384 2.020
I -5.153 3.144 -1.324
H -7.613 1.668 1.854
H 0.646 1.448 -1.988
C 0.140 -1.379 0.281
N -4.187 0.123 0.570
C 2.289 -1.073 1.108
F -1.344 -0.845 -3.494
F -0.167 1.018 -4.289
C -0.309 -0.204 -0.667
F 0.352 -1.086 -4.996
C -2.190 1.621 -1.645
C 6.116 -0.434 -0.597
H 6.507 -0.137 -1.626
C 0.800 0.348 -1.723
C -3.074 2.698 -0.794
C -2.383 -1.385 1.321
H 8.225 -0.735 0.420
O -2.489 3.233 0.191
H -5.969 1.352 1.917
H 3.868 -0.271 -1.293
H 4.494 -1.549 3.175
I -0.396 -3.585 2.610
H -1.268 2.222 -2.003
C 4.550 -0.526 -0.412
N -3.500 -1.796 2.136
S -4.909 -0.863 1.779
C 6.442 -1.161 1.957
H -2.745 1.252 -2.576
C -1.758 0.409 -0.655
O 0.939 -0.545 -2.861
H -6.576 2.775 2.560
H 1.809 0.297 -1.155
C -2.806 -0.196 0.358
N -6.762 1.777 2.413
C 7.082 -0.773 0.580
H -6.885 1.315 3.319

---

53
Properties=species:S:1:pos:R:3 method="wB97M-V/def2-TZVPD" relative_energy_kj_mol=287.19 energy_ha=-2364.956392 e_homo_ev=-5.512 gap_ev=6.757 charge=-1
N -2.338 1.641 -0.815
N 1.625 -0.421 1.202
H 4.216 0.346 3.203
N 2.576 4.025 -2.708
O -4.482 -5.015 1.547
H 0.439 -2.089 1.342
N 2.471 1.719 -0.110
H -4.481 -1.377 2.892
N -3.385 2.083 -1.416
N -2.627 0.535 2.538
S 0.382 3.421 -1.348
N -3.258 1.750 -2.714
H 4.015 2.638 2.492
C 2.062 3.309 -1.680
H 1.558 -3.009 3.339
N 2.927 2.697 -0.895
H -1.017 -0.281 0.638
C -2.110 1.101 -2.815
O -0.905 -3.559 -1.519
N 0.710 0.541 -3.009
C 3.116 1.444 0.975
N -4.594 -3.899 2.020
O -1.980 1.821 0.399
C 2.965 -1.376 3.439
N 0.496 0.279 -5.177
N 1.930 0.367 -3.565
O -3.630 0.965 3.032
N 1.792 0.215 -4.832
H 3.473 3.736 -3.064
O -5.423 -3.595 2.860
C -2.801 -0.654 1.774
C -0.148 0.475 -4.044
C 4.249 2.281 1.487
H 3.487 -1.746 4.313
H 5.182 1.715 1.521
H -2.783 -4.129 0.064
C -3.690 -2.854 1.538
C 1.266 -1.560 1.790
N -1.522 0.956 -1.617
N -1.519 0.646 -3.958
C -3.751 -1.602 2.129
H 4.380 3.136 0.830
C 1.899 -2.081 2.905
C -1.839 -2.208 0.174
C -0.808 -2.499 -0.926
H -2.009 0.789 -4.824
C -2.781 -3.159 0.540
H 1.905 4.395 -3.357
Y 0.458 0.619 -0.844
C 3.368 -0.206 2.826
C -1.822 -0.993 0.833
O 0.071 -1.584 -1.101
C 2.687 0.249 1.695

---

41
Properties=species:S:1:pos:R:3 method="wB97M-V/def2-TZVPD" relative_energy_kj_mol=0.00 energy_ha=-1361.682721 e_homo_ev=-19.104 gap_ev=6.791 charge=+3
N -1.778 -0.456 1.280
H 1.734 -3.269 -3.069
C -4.153 -1.555 2.189
C 0.025 2.939 -1.005
C 1.876 2.726 0.465
O 2.767 -2.075 2.060
O 1.175 -0.497 1.647
O 3.436 -4.716 -1.766
H 3.287 4.311 0.502
H -1.247 2.148 -2.564
C -2.833 0.651 -0.583
C 0.503 4.150 -1.448
H -2.943 -2.351 3.791
C 1.776 -1.933 -0.103
H 0.180 -1.300 -2.742
H 2.057 5.618 -1.244
C 2.285 -2.903 -0.921
H -0.051 4.701 -2.198
H 2.373 2.127 1.220
N 0.842 -1.157 -0.778
Ta -0.024 0.315 0.364
H -2.105 2.996 -1.297
C 1.681 4.658 -0.911
C 1.621 -2.704 -2.152
H -5.081 -1.982 2.549
C -2.952 -0.246 0.611
O -3.728 1.019 -1.266
C 2.374 3.935 0.062
N 0.713 2.226 -0.058
C 2.006 -1.561 1.325
H -5.040 -0.576 0.456
C -4.142 -0.779 1.026
C 3.293 -4.044 -0.795
C -1.795 -1.214 2.408
N -1.467 1.073 -0.739
C -1.263 2.324 -1.486
H -0.856 -1.350 2.927
O 3.929 -4.215 0.344
C -2.967 -1.766 2.882
N 0.791 -1.684 -2.030
H 3.704 -3.585 1.046

---

44
Properties=species:S:1:pos:R:3 method="wB97M-V/def2-TZVPD" relative_energy_kj_mol=2365.12 energy_ha=-4268.776981 e_homo_ev="-9.827 / -10.687" gap_ev="5.181 / 6.003" charge=+1
H 3.834 2.733 3.115
C -4.121 -0.154 -2.785
C 4.568 -0.651 3.414
N 0.103 -0.595 2.313
C -1.867 0.857 -2.446
H -3.419 -2.906 -0.114
Cl -2.782 0.805 -6.395
S -1.356 -0.760 1.511
C 4.325 0.778 3.924
H 3.527 0.775 4.672
C -2.897 0.590 -4.708
H 0.043 -3.146 -2.489
N -3.800 -0.049 0.345
H 2.357 1.650 1.242
Cl -5.421 -0.268 -5.121
N -3.908 2.861 0.469
H 4.217 -0.634 1.271
C 2.541 1.275 2.251
N 2.440 -0.203 2.245
Cl -2.507 -0.564 -0.392
Cl -5.509 -0.897 -2.077
H 1.743 1.650 2.894
C -4.086 0.081 -4.137
H 0.722 -0.857 -2.085
C 3.908 1.699 2.779
H -2.203 -3.870 -1.938
H 3.476 -2.008 2.090
H 4.350 -1.368 4.205
C 1.279 -0.781 2.265
C -0.632 -2.484 -1.964
H 4.656 1.672 1.983
H 5.614 -0.786 3.134
C -1.159 -0.435 -1.345
C -3.045 3.621 0.225
Cl -0.453 1.663 -4.548
C 3.708 -0.949 2.183
S -1.525 4.061 -0.303
Al -2.225 1.757 -0.304
C -2.812 -2.243 -0.715
C -2.999 0.061 -1.978
C -1.919 -2.873 -1.622
C -1.887 0.951 -3.862
N -0.100 -1.215 -1.617
H 5.220 1.156 4.415

---

47
Properties=species:S:1:pos:R:3 method="wB97M-V/def2-TZVPD" relative_energy_kj_mol=0.00 energy_ha=-4127.105661 e_homo_ev=-1.359 gap_ev=5.402 charge=-2
C 3.360 3.715 -2.169
H 2.383 -2.801 -4.837
H 3.577 3.910 -1.117
C 2.408 -2.709 -0.285
C 0.590 2.426 -1.691
H 0.963 -2.322 -2.878
O 1.535 -0.528 -0.246
O -1.010 -1.516 -0.462
O -2.322 1.458 2.074
H 1.980 1.590 -0.604
C 1.357 -1.791 -0.312
H 1.907 1.245 -6.164
C -0.002 -2.318 -0.456
C 0.951 -4.584 -0.600
C 2.223 -4.093 -0.423
H 2.856 -1.025 -6.499
H 0.044 -0.092 -2.530
H -0.592 3.381 -3.005
O -2.287 0.857 4.358
O -0.371 1.782 3.333
C 0.380 2.103 -4.222
C 2.974 2.249 -2.342
N 0.133 2.676 -2.973
Cl -1.808 1.806 3.385
C -0.137 -3.697 -0.621
Cl 4.013 -2.058 -0.086
O 0.054 2.738 -5.208
N 1.804 1.877 -1.563
Cl -1.749 -4.310 -0.867
C 1.727 0.455 -5.447
H 5.433 3.484 -2.765
S -0.392 2.869 -0.396
C 4.557 4.073 -3.039
H 2.504 4.341 -2.433
H 2.815 2.025 -3.397
O -2.267 3.131 3.734
Cl 3.592 -5.168 -0.378
H 4.345 3.879 -4.092
C 0.665 -0.268 -3.397
H 3.783 1.596 -2.010
Cl 0.684 -6.294 -0.793
C 1.976 -1.808 -4.699
C 0.951 0.732 -4.320
C 2.247 -0.811 -5.629
H 4.820 5.127 -2.942
C 1.182 -1.545 -3.598
Au -0.535 0.555 0.286

---

38
Properties=species:S:1:pos:R:3 method="wB97M-V/def2-TZVPD" relative_energy_kj_mol=11.12 energy_ha=-3628.292215 e_homo_ev="-15.664 / -15.664" gap_ev="6.376 / 6.378" charge=+2
C -4.722 0.799 0.059
C -0.315 -4.322 1.146
H -0.558 -2.363 1.983
N 0.014 -2.262 -0.011
H -2.666 -1.876 -0.054
H -1.311 3.030 0.947
H 5.737 1.229 -0.074
H -3.998 2.826 0.111
H 0.582 -2.371 -2.006
C 4.365 -0.420 -0.050
C 3.026 -0.790 -0.037
H 2.725 -1.828 -0.023
C 1.227 2.385 -0.031
C 2.383 1.427 -0.046
H 3.872 2.934 -0.067
H 0.580 -4.839 -2.082
C -1.291 2.397 0.054
H -0.571 -4.831 2.064
Ir -0.001 -0.154 -0.021
N -2.054 0.095 0.007
C -3.007 -0.851 -0.014
H -5.767 1.076 0.080
H -1.348 3.075 -0.804
N 2.050 0.118 -0.036
H 5.127 -1.186 -0.049
C -0.306 -2.945 1.106
C -4.347 -0.537 0.011
C -2.414 1.397 0.048
C 3.679 1.870 -0.061
N -0.035 1.670 0.003
C -3.741 1.776 0.077
O 1.286 3.571 -0.033
C 0.005 -5.029 -0.008
C 0.329 -4.326 -1.165
H -5.083 -1.328 -0.007
Br -0.002 -6.878 -0.007
C 4.700 0.920 -0.064
C 0.329 -2.950 -1.126

---

38
Properties=species:S:1:pos:R:3 method="wB97M-V/def2-TZVPD" spin_multiplicity=2 relative_energy_kj_mol=0.00 energy_ha=-2752.058452 e_homo_ev="-4.383 / -4.319" gap_ev="7.238 / 7.168" charge=-1
C 0.304 -2.211 4.825
H -0.747 -3.258 -1.767
C -0.551 -2.767 0.735
H 0.145 -4.372 4.957
C -0.262 1.111 -2.631
H -0.645 4.445 0.566
C -0.233 -2.521 2.111
C -0.019 -1.201 2.620
H -0.675 -1.304 -3.478
H -2.079 -2.088 -1.655
H -0.422 6.194 -1.150
C -0.508 4.185 -0.476
H -0.004 3.197 -4.167
H 0.793 -1.506 -2.484
C 0.094 -3.505 4.312
S 4.679 -0.434 -0.455
N 1.888 -0.166 -0.297
H -0.755 -3.809 0.464
C -0.998 -2.218 -1.535
O -0.062 -0.125 1.932
Co -0.150 0.017 0.027
C -0.271 -1.255 -2.462
H 0.417 -0.112 4.413
H -0.340 -4.617 2.547
C -0.436 2.794 -0.785
N -0.407 0.077 -1.892
C 0.247 -1.107 4.020
H -0.086 5.587 -3.544
H 0.521 -2.085 5.880
O -0.558 1.936 0.154
C -0.171 -3.632 2.974
H -0.141 0.970 -3.710
N -0.632 -1.869 -0.171
C -0.267 2.468 -2.169
C -0.192 4.816 -2.793
C -0.381 5.149 -1.439
C -0.143 3.487 -3.130
C 3.048 -0.273 -0.347

---

47
Properties=species:S:1:pos:R:3 method="wB97M-V/def2-TZVPD" spin_multiplicity=2 relative_energy_kj_mol=0.00 energy_ha=-3986.933574 e_homo_ev="-5.016 / -4.967" gap_ev="7.108 / 7.056" charge=-1
F 2.941 -1.602 5.603
H -2.241 -0.802 -3.683
H 0.732 1.818 1.978
O -0.946 0.529 2.979
Mn 2.818 0.015 -0.963
C -2.278 0.657 1.042
N -0.009 1.687 1.302
F -0.244 -2.670 2.332
N -0.317 1.469 -1.001
O 4.981 -0.747 -3.850
F 3.615 -0.188 1.185
H -2.574 2.687 0.411
C -3.917 -0.936 0.316
H -4.280 -1.954 0.274
C 1.344 -2.147 3.947
H -2.201 -1.421 1.534
C 1.642 -1.417 1.639
C 2.525 -1.539 4.331
O 3.860 -1.556 -1.759
S 2.084 2.236 -0.195
C -1.027 0.952 -3.268
C 0.474 1.767 0.006
C -4.605 0.080 -0.333
C -1.043 0.925 1.844
H -1.156 0.944 -0.795
H -1.688 -0.720 -2.015
F 0.603 -2.788 4.859
C 0.133 1.395 -2.392
H -0.555 -1.159 -3.278
F 4.426 -0.293 3.721
C 0.924 -2.080 2.634
C -2.756 -0.648 1.019
O 2.708 -0.019 -3.115
H -1.891 1.602 -3.092
O 4.560 0.672 -1.819
C 3.273 -0.875 3.378
S 4.113 -0.447 -2.753
C -2.963 1.676 0.390
C -1.402 -0.510 -3.050
H 0.523 2.370 -2.683
C 2.824 -0.831 2.072
S 1.084 -1.341 -0.013
H -5.512 -0.148 -0.880
H -4.679 2.177 -0.793
C -4.137 1.387 -0.291
H -0.730 1.108 -4.307
H 0.963 0.688 -2.465

---

47
Properties=species:S:1:pos:R:3 method="wB97M-V/def2-TZVPD" spin_multiplicity=4 relative_energy_kj_mol=238.47 energy_ha=-3519.716539 e_homo_ev="-5.880 / -5.979" gap_ev="8.149 / 6.686" charge=-1
C -0.046 -1.681 4.782
H -0.287 -3.625 7.551
V -0.116 0.578 0.456
F 0.321 2.333 0.354
S 0.113 0.979 -4.604
H 0.921 1.521 4.933
C 0.000 -1.499 7.557
H 1.095 3.109 -3.091
C -1.499 -2.737 -4.626
O -3.181 -2.039 0.863
H 0.281 -2.654 2.881
O -1.168 -0.973 0.616
H -0.937 -1.380 -6.201
C -0.693 -0.734 -2.850
C -1.120 -1.967 -2.364
C 0.273 0.762 4.498
N -0.270 0.359 -2.102
C -1.527 -2.949 -3.251
C -0.093 -1.712 3.280
H 0.030 -1.423 8.637
H -1.860 -3.902 -2.862
H 0.292 0.606 7.256
F 2.503 2.036 1.926
C -0.598 -0.569 -4.244
H -1.837 -3.512 -5.301
H -0.337 -3.781 5.082
O -4.260 0.807 -0.012
F 3.816 0.097 1.067
C 0.150 -0.357 6.780
C -0.201 -2.820 5.564
Te 2.723 1.234 -0.026
H -1.125 -1.592 2.953
H -1.098 -2.172 -1.308
C 0.178 1.309 -2.864
C -2.373 -1.196 0.678
O -2.089 1.369 0.514
Te 1.146 -0.022 2.653
O 1.476 -0.228 0.177
C -3.120 0.756 0.299
C -1.008 -1.546 -5.134
C 0.127 -0.437 5.393
C -0.175 -2.732 6.949
F 3.506 0.192 -1.507
H 0.575 2.743 -1.479
N 0.556 2.535 -2.469
H -0.697 1.214 4.284
F 4.552 2.133 -0.072

---

52
Properties=species:S:1:pos:R:3 method="wB97M-V/def2-TZVPD" spin_multiplicity=2 relative_energy_kj_mol=104.34 energy_ha=-3270.104853 e_homo_ev="-8.415 / -8.311" gap_ev="7.593 / 6.892"
O 3.027 2.544 3.184
H -1.945 -2.690 2.307
H -3.079 1.417 -2.925
N -0.026 4.743 1.260
C -2.998 -0.899 -0.448
C 0.045 3.555 0.636
N 3.519 0.177 2.553
F 2.485 -2.941 0.513
H 0.754 5.371 1.156
H 2.193 2.688 -2.375
H 1.176 -3.108 -3.433
O 2.639 0.047 0.223
C -2.182 -1.409 0.640
C 2.159 0.129 -3.556
H 2.723 0.837 -4.145
C 2.551 -2.178 1.613
O 4.745 -1.100 0.824
S 3.458 -0.627 1.211
H 2.483 -1.536 -4.867
F 2.944 0.625 5.420
C -4.656 0.033 -2.490
S -1.172 2.358 1.038
C -2.549 0.150 -1.290
C 1.565 0.534 -2.373
C 2.023 -1.193 -3.950
C 0.723 -1.592 -1.994
F 1.378 -0.556 4.503
O -1.395 0.756 -1.255
C -4.275 -1.461 -0.673
S 2.443 1.267 2.932
Ru 0.026 0.642 0.067
F 1.307 -1.927 2.018
H -0.584 4.814 2.092
F 0.993 1.498 5.070
C 1.295 -2.069 -3.161
H -5.299 0.408 -3.276
H -6.069 -1.469 -1.828
C -3.426 0.602 -2.305
F 3.186 -2.853 2.564
C 1.911 0.662 4.586
C 1.630 1.911 -1.873
N 0.982 2.161 -0.795
H -4.607 -2.268 -0.034
N 0.991 3.414 -0.268
O 1.214 1.245 2.152
O -1.047 -0.979 0.889
H -2.848 -3.423 0.961
N 0.855 -0.327 -1.618
H -3.634 -2.227 1.989
C -5.098 -1.021 -1.672
H 0.151 -2.229 -1.331
C -2.685 -2.508 1.533

---

36
Properties=species:S:1:pos:R:3 method="wB97M-V/def2-TZVPD" smiles=CCSc1cccc2nc(-c3cnc4ccccc4n3)[nH]c12 relative_energy_kj_mol=142.80 energy_ha=-1273.400827 e_homo_ev=-8.286 gap_ev=7.635
C 4.464 -0.123 0.055
C -3.363 1.433 1.010
C -2.126 0.506 -1.145
C -5.491 1.230 -0.154
H 5.507 -0.559 0.111
N -3.450 0.677 -1.272
C 2.641 -4.058 -1.532
H 3.314 2.951 -0.632
N 0.750 1.728 -0.384
H 0.457 -1.122 1.014
H -6.124 1.030 -1.049
C 4.532 1.241 -0.213
H -3.457 2.333 3.033
C -6.107 1.733 1.027
C -3.990 1.990 2.145
H 5.484 1.769 -0.275
C 3.282 1.885 -0.430
H 3.088 -4.461 -2.447
C 2.103 -0.074 0.177
H 1.914 -3.289 -1.756
N -1.999 1.209 1.179
C -1.408 0.740 0.031
N 0.746 -0.391 0.355
H -1.681 0.161 -2.100
C 3.273 -0.845 0.293
H -7.197 1.914 1.213
C 3.835 -3.359 -0.851
H 4.332 -2.619 -1.555
C 0.006 0.710 0.008
H 4.506 -4.158 -0.498
C -5.336 2.126 2.215
H -5.855 2.677 3.020
C 2.071 1.244 -0.217
C -4.116 1.135 -0.171
H 2.236 -4.794 -0.919
S 3.161 -2.572 0.715